Record 1
{"formula": "C48H41CrN7O2PS3", "method": "ωB97M-V/def2-TZVPD", "symbols": ["Cr", "C", "C", "C", "C", "C", "C", "C", "C", "N", "C", "O", "C", "C", "C", "C", "C", "N", "C", "O", "N", "C", "C", "C", "C", "C", "C", "C", "C", "H", "H", "H", "H", "H", "H", "H", "H", "H", "H", "H", "H", "H", "H", "H", "H", "H", "H", "H", "H", "H", "N", "P", "C", "C", "C", "C", "C", "C", "C", "C", "C", "C", "C", "C", "C", "C", "C", "C", "C", "N", "H", "H", "H", "H", "H", "H", "H", "H", "H", "H", "H", "H", "H", "H", "H", "S", "C", "S", "C", "N", "N", "C", "C", "C", "C", "C", "C", "S", "H", "H", "H", "H", "H"], "xyz": [[-1.39, -0.70, -0.30], [-4.48, 1.82, -1.98], [-3.50, 1.39, -3.05], [-3.93, 1.33, -4.37], [-3.06, 0.99, -5.40], [-1.73, 0.75, -5.10], [-1.26, 0.82, -3.79], [0.22, 0.66, -3.53], [-2.16, 1.10, -2.75], [-1.74, 1.03, -1.37], [-1.95, 2.16, -0.62], [-2.09, 3.30, -1.02], [-2.16, 1.84, 0.83], [-2.58, 2.74, 1.78], [-2.97, 2.25, 3.02], [-2.95, 0.89, 3.26], [-2.47, 0.06, 2.27], [-2.05, 0.55, 1.10], [-2.34, -1.43, 2.37], [-2.87, -2.00, 3.31], [-1.60, -1.97, 1.35], [-1.02, -3.29, 1.60], [-0.20, -3.49, 2.74], [-0.16, -2.56, 3.93], [0.55, -4.65, 2.84], [0.48, -5.65, 1.88], [-0.42, -5.51, 0.85], [-1.20, -4.35, 0.70], [-2.25, -4.36, -0.38], [-5.50, 1.64, -2.31], [-4.36, 2.89, -1.76], [-4.32, 1.29, -1.04], [-4.97, 1.54, -4.60], [-3.41, 0.94, -6.42], [-1.02, 0.52, -5.89], [0.69, 1.63, -3.37], [0.71, 0.19, -4.39], [0.42, 0.05, -2.66], [-2.63, 3.79, 1.51], [-3.31, 2.94, 3.79], [-3.29, 0.44, 4.18], [-0.27, -1.52, 3.66], [0.78, -2.68, 4.47], [-0.99, -2.79, 4.61], [1.20, -4.78, 3.71], [1.09, -6.55, 1.97], [-0.56, -6.32, 0.13], [-2.70, -5.35, -0.44], [-1.82, -4.13, -1.36], [-3.03, -3.64, -0.18], [-1.04, -1.82, -1.88], [1.08, -0.24, -0.07], [1.89, -1.52, -1.10], [1.66, -2.85, -0.74], [2.25, -3.89, -1.45], [3.08, -3.60, -2.53], [3.31, -2.28, -2.90], [2.72, -1.24, -2.19], [1.94, 1.33, -0.46], [3.32, 1.44, -0.31], [3.96, 2.63, -0.62], [3.23, 3.73, -1.07], [1.85, 3.63, -1.20], [1.21, 2.43, -0.89], [-2.37, -1.92, -2.21], [-2.99, -2.43, -3.36], [-4.37, -2.45, -3.38], [-5.12, -1.97, -2.29], [-4.43, -1.45, -1.23], [-3.10, -1.42, -1.19], [-0.38, -2.12, -2.56], [1.00, -3.10, 0.09], [2.07, -4.91, -1.16], [3.55, -4.40, -3.09], [3.95, -2.05, -3.75], [2.89, -0.21, -2.49], [3.91, 0.60, 0.05], [5.04, 2.70, -0.51], [3.73, 4.66, -1.31], [1.26, 4.48, -1.53], [0.14, 2.36, -1.02], [-2.39, -2.79, -4.18], [-4.88, -2.85, -4.25], [-6.20, -1.99, -2.29], [-4.95, -1.06, -0.36], [1.13, 4.29, 4.35], [1.73, 2.92, 3.66], [0.79, 1.58, 3.10], [2.20, 0.74, 2.55], [3.30, 1.37, 2.77], [3.03, 2.57, 3.41], [4.15, 3.44, 3.70], [4.77, 4.09, 2.65], [5.87, 4.90, 2.92], [6.32, 5.05, 4.22], [5.68, 4.39, 5.26], [4.59, 3.58, 5.00], [2.14, -0.81, 1.74], [4.40, 3.96, 1.64], [6.37, 5.42, 2.10], [7.18, 5.68, 4.43], [6.03, 4.51, 6.28], [4.06, 3.06, 5.80]], "mulliken_spin": [1.11, 0.00, 0.01, 0.00, 0.00, 0.00, 0.00, 0.00, -0.01, -0.01, -0.02, 0.00, 0.00, 0.00, 0.00, 0.00, 0.01, -0.03, 0.01, 0.02, -0.01, -0.01, 0.00, 0.00, 0.00, 0.00, 0.00, 0.00, 0.00, 0.00, 0.00, 0.00, 0.00, 0.00, 0.00, 0.00, 0.00, 0.01, 0.00, 0.00, 0.00, 0.00, 0.00, 0.00, 0.00, 0.00, 0.00, 0.00, 0.00, 0.00, -0.04, -0.02, -0.01, 0.00, 0.00, 0.00, 0.00, 0.00, 0.00, 0.00, 0.00, 0.00, 0.00, 0.00, 0.01, -0.02, 0.01, -0.01, 0.01, -0.02, 0.00, 0.00, 0.00, 0.00, 0.00, 0.00, 0.00, 0.00, 0.00, 0.00, 0.00, 0.00, 0.00, 0.00, 0.00, 0.00, 0.00, 0.00, 0.00, 0.00, 0.00, 0.00, 0.00, 0.00, 0.00, 0.00, 0.00, 0.00, 0.00, 0.00, 0.00, 0.00, 0.00], "lumo_ev": [-0.8, -0.4], "charge": 0, "e_tot_ha": -4968.00002, "homo_energy_ev": [-8.06, -8.08], "multiplicity": 2}


Record 2
{"formula": "C48H41GeN4O3Ru", "method": "ωB97M-V/def2-TZVPD", "symbols": ["Ru", "C", "C", "N", "N", "C", "O", "C", "C", "C", "C", "C", "C", "C", "C", "C", "C", "C", "N", "H", "H", "H", "H", "H", "H", "H", "H", "H", "H", "H", "H", "O", "C", "O", "C", "C", "Ge", "C", "C", "C", "C", "C", "C", "C", "C", "C", "C", "C", "C", "C", "C", "C", "C", "C", "C", "H", "H", "H", "H", "H", "H", "H", "H", "H", "H", "H", "H", "H", "H", "H", "H", "H", "H", "H", "N", "C", "C", "C", "C", "C", "C", "C", "C", "C", "C", "C", "C", "C", "H", "H", "H", "H", "H", "H", "H", "H", "H", "H"], "xyz": [[0.59, 0.43, -0.64], [1.80, 2.25, -4.58], [1.69, 1.61, -3.24], [0.59, 1.37, -2.63], [-0.62, 1.71, -3.15], [-1.55, 1.30, -2.32], [-1.31, 0.68, -1.19], [-2.97, 1.53, -2.66], [-3.97, 1.07, -1.80], [-5.30, 1.28, -2.11], [-5.64, 1.96, -3.27], [-4.65, 2.41, -4.13], [-3.31, 2.20, -3.83], [2.89, 1.14, -2.51], [4.16, 1.21, -3.06], [5.23, 0.68, -2.36], [5.01, 0.08, -1.13], [3.72, 0.06, -0.63], [2.69, 0.58, -1.29], [0.82, 2.55, -4.93], [2.23, 1.54, -5.29], [2.45, 3.12, -4.54], [-3.69, 0.53, -0.90], [-6.07, 0.93, -1.44], [-6.68, 2.13, -3.52], [-4.92, 2.93, -5.04], [-2.53, 2.55, -4.49], [4.30, 1.66, -4.03], [6.23, 0.72, -2.78], [5.81, -0.36, -0.56], [3.49, -0.40, 0.33], [1.76, -1.43, -3.11], [1.12, -2.01, -2.26], [0.57, -1.42, -1.20], [0.82, -3.49, -2.28], [0.98, -4.22, -0.95], [0.16, -3.51, 0.69], [-1.65, -2.87, 0.40], [-2.37, -3.39, -0.68], [-3.69, -3.01, -0.92], [-4.31, -2.11, -0.07], [-3.62, -1.59, 1.01], [-2.30, -1.98, 1.25], [1.32, -2.15, 1.52], [1.03, -0.78, 1.64], [1.86, 0.10, 2.33], [3.05, -0.36, 2.87], [3.39, -1.70, 2.72], [2.53, -2.57, 2.07], [0.10, -4.99, 1.96], [0.36, -4.84, 3.32], [0.22, -5.90, 4.20], [-0.19, -7.14, 3.73], [-0.46, -7.31, 2.38], [-0.32, -6.24, 1.51], [1.45, -3.94, -3.05], [-0.21, -3.58, -2.64], [2.05, -4.35, -0.73], [0.59, -5.23, -1.06], [-1.91, -4.11, -1.35], [-4.23, -3.43, -1.76], [-5.34, -1.82, -0.25], [-4.11, -0.91, 1.69], [-1.79, -1.58, 2.12], [0.03, -0.42, 1.33], [1.57, 1.13, 2.45], [3.71, 0.31, 3.40], [4.32, -2.07, 3.14], [2.80, -3.62, 2.01], [0.68, -3.88, 3.71], [0.43, -5.77, 5.25], [-0.29, -7.98, 4.42], [-0.79, -8.27, 2.01], [-0.56, -6.40, 0.47], [0.60, 2.19, 0.11], [0.31, 3.15, 0.88], [0.80, 4.50, 0.56], [1.93, 4.65, -0.26], [2.36, 5.91, -0.62], [1.67, 7.03, -0.18], [0.55, 6.89, 0.63], [0.12, 5.63, 1.00], [-0.50, 2.89, 2.11], [-0.09, 3.44, 3.32], [-0.79, 3.15, 4.48], [-1.91, 2.33, 4.42], [-2.33, 1.81, 3.21], [-1.62, 2.07, 2.05], [2.46, 3.77, -0.59], [3.24, 6.02, -1.24], [2.01, 8.02, -0.47], [0.02, 7.77, 0.97], [-0.76, 5.52, 1.62], [0.78, 4.08, 3.36], [-0.47, 3.56, 5.43], [-2.47, 2.11, 5.33], [-3.22, 1.19, 3.17], [-1.95, 1.67, 1.10]], "mulliken_spin": [2.74, 0.02, -0.01, 0.12, 0.05, 0.01, 0.20, 0.01, 0.01, 0.00, 0.00, 0.00, 0.00, 0.02, 0.00, 0.00, 0.00, 0.02, 0.04, 0.00, 0.00, 0.00, 0.00, 0.00, 0.00, 0.00, 0.00, 0.00, 0.00, 0.00, -0.01, 0.03, -0.01, 0.01, -0.01, 0.00, -0.01, 0.01, 0.00, 0.00, 0.00, 0.00, 0.00, 0.06, 0.12, 0.03, -0.03, 0.03, -0.01, 0.00, 0.00, 0.00, 0.00, 0.00, 0.00, 0.00, 0.00, 0.00, 0.00, 0.00, 0.00, 0.00, 0.00, 0.00, -0.18, 0.00, 0.00, 0.00, 0.00, 0.00, 0.00, 0.00, 0.00, 0.00, 0.63, -0.10, 0.08, 0.04, 0.00, 0.01, 0.00, 0.01, 0.05, 0.01, 0.00, 0.01, -0.01, 0.00, 0.00, 0.00, 0.00, 0.00, 0.00, 0.00, 0.00, 0.00, 0.00, 0.00], "lumo_ev": [-3.1, -4.6], "charge": 1, "e_tot_ha": -4470.04178, "homo_energy_ev": [-10.74, -10.85], "multiplicity": 5, "e_above_lowest_kj_mol": 25.7}